1.
{"formula": "C2H6N6", "method": "ωB97M-V/def2-TZVPD", "e_lumo_ev": -0.6282, "smiles": "[H]/N=c1\\nn[nH]n1NC", "energy_ev": -11104.0026, "multiplicity": 1, "orbital_gap_ha": 0.3045, "species": ["C", "C", "H", "H", "H", "H", "H", "H", "N", "N", "N", "N", "N", "N"], "coordinates": [[1.473, 0.804, -1.509], [-0.008, -0.908, 0.245], [1.899, 1.797, -2.098], [1.739, -0.294, -1.719], [0.188, 1.109, -1.509], [2.042, 0.155, 0.531], [-1.085, 2.022, 0.567], [0.151, -2.626, -0.395], [1.492, 1.063, 0.026], [0.233, 0.349, 0.336], [-1.070, 1.096, 0.233], [-2.082, 0.155, 0.629], [-1.331, -1.007, 0.821], [0.799, -1.875, -0.303]]}

2.
{"formula": "C22H72O22", "method": "ωB97M-V/def2-TZVPD", "e_lumo_ev": 0.0405, "energy_ev": -69021.8320, "multiplicity": 1, "orbital_gap_ha": 0.3505, "species": ["O", "H", "H", "O", "H", "H", "O", "H", "H", "O", "H", "H", "C", "C", "O", "O", "H", "H", "H", "H", "H", "H", "C", "C", "O", "O", "H", "H", "H", "H", "H", "H", "C", "C", "O", "O", "H", "H", "H", "H", "H", "H", "C", "C", "O", "O", "H", "H", "H", "H", "H", "H", "C", "C", "O", "O", "H", "H", "H", "H", "H", "H", "C", "C", "O", "O", "H", "H", "H", "H", "H", "H", "C", "C", "O", "O", "H", "H", "H", "H", "H", "H", "C", "C", "O", "O", "H", "H", "H", "H", "H", "H", "C", "C", "C", "O", "H", "H", "H", "H", "H", "H", "H", "H", "C", "C", "C", "O", "H", "H", "H", "H", "H", "H", "H", "H"], "coordinates": [[0.840, -1.920, 4.497], [0.184, -1.945, 3.801], [1.535, -1.360, 4.151], [-1.933, -1.930, 0.122], [-1.800, -2.292, 0.998], [-2.865, -1.716, 0.089], [-2.025, -1.031, 3.218], [-1.503, -0.354, 3.648], [-2.927, -0.839, 3.474], [-2.487, 4.545, -0.624], [-2.087, 3.829, -0.131], [-1.869, 5.271, -0.537], [1.876, 4.329, 1.287], [0.895, 4.605, 2.398], [0.371, 3.369, 2.823], [1.279, 3.792, 0.137], [2.634, 3.601, 1.579], [2.337, 5.261, 0.961], [0.037, 5.157, 2.015], [1.332, 5.163, 3.227], [-0.115, 2.957, 2.105], [1.769, 4.173, -0.596], [2.852, 1.554, 3.748], [4.241, 0.976, 3.516], [4.898, 0.994, 4.807], [2.095, 0.564, 4.485], [2.301, 1.773, 2.834], [2.956, 2.486, 4.303], [4.741, 1.550, 2.735], [4.242, -0.032, 3.103], [5.793, 0.688, 4.644], [2.575, 0.436, 5.307], [0.024, 1.564, -5.954], [-1.347, 1.537, -5.220], [-1.180, 2.013, -3.882], [0.983, 0.751, -5.280], [0.348, 2.602, -6.033], [-0.028, 1.291, -7.009], [-1.732, 0.527, -5.361], [-2.038, 2.195, -5.747], [-1.976, 1.919, -3.353], [0.942, 1.006, -4.355], [-4.166, 1.468, 2.682], [-3.534, 2.840, 3.185], [-4.364, 3.452, 4.140], [-4.322, 0.575, 3.744], [-3.616, 0.987, 1.873], [-5.174, 1.680, 2.327], [-3.350, 3.453, 2.304], [-2.532, 2.594, 3.539], [-5.192, 3.758, 3.763], [-4.509, 1.070, 4.545], [3.447, 1.602, -1.104], [2.386, 1.496, -2.179], [2.073, 0.234, -2.652], [4.689, 0.967, -1.592], [3.103, 1.123, -0.188], [3.582, 2.614, -0.721], [2.816, 1.999, -3.045], [1.447, 1.926, -1.831], [1.720, -0.297, -1.934], [5.489, 1.462, -1.401], [-1.098, 1.094, 0.119], [0.191, 0.367, 0.483], [0.419, -0.633, -0.495], [-1.114, 2.365, 0.636], [-1.961, 0.531, 0.474], [-1.249, 1.057, -0.960], [-0.006, -0.147, 1.424], [1.092, 0.977, 0.541], [-0.241, -1.323, -0.395], [-0.309, 2.728, 0.259], [-2.274, -3.373, -3.638], [-1.397, -2.085, -3.480], [-2.005, -1.085, -2.658], [-3.421, -3.118, -4.425], [-2.603, -3.766, -2.677], [-1.692, -4.124, -4.173], [-1.243, -1.633, -4.460], [-0.423, -2.301, -3.040], [-1.953, -1.252, -1.714], [-3.974, -2.389, -4.134], [-4.899, 2.134, -1.972], [-5.318, 1.304, -3.130], [-4.918, -0.074, -2.895], [-3.479, 2.186, -2.060], [-5.189, 1.677, -1.026], [-5.208, 3.180, -1.947], [-4.986, 1.728, -4.077], [-6.401, 1.425, -3.153], [-3.977, -0.142, -3.069], [-3.096, 2.897, -1.541], [4.118, -3.197, 3.277], [3.893, -2.983, 1.782], [2.590, -2.232, 1.448], [5.003, -2.347, 1.194], [3.282, -3.730, 3.730], [4.297, -2.266, 3.815], [4.986, -3.836, 3.444], [3.920, -3.953, 1.287], [1.655, -2.607, 1.865], [2.400, -2.363, 0.383], [2.594, -1.171, 1.696], [5.750, -2.950, 1.196], [0.268, -4.908, -0.223], [1.358, -5.448, -1.048], [1.632, -6.928, -0.623], [0.872, -5.498, -2.286], [-0.734, -5.287, -0.423], [0.070, -3.838, -0.281], [0.234, -5.161, 0.837], [2.238, -4.806, -1.003], [0.720, -7.521, -0.689], [1.960, -7.068, 0.407], [2.281, -7.487, -1.296], [1.190, -4.686, -2.687]]}

3.
{"formula": "C3H4BrF", "method": "ωB97M-V/def2-TZVPD", "e_lumo_ev": -1.2184, "energy_ev": -75931.6637, "multiplicity": 1, "orbital_gap_ha": 0.3541, "species": ["C", "C", "C", "F", "Br", "H", "H", "H", "H"], "coordinates": [[-0.477, -0.554, -1.301], [0.069, -0.236, -0.183], [0.177, 0.547, 1.008], [1.657, -1.621, 0.057], [-0.048, 2.527, 0.547], [-0.316, -1.424, -2.040], [-1.485, -0.078, -1.314], [-0.749, 0.394, 1.751], [1.171, 0.443, 1.474]]}

4.
{"formula": "C3H3NO2", "method": "ωB97M-V/def2-TZVPD", "e_lumo_ev": [-0.1576, -2.3911], "energy_ev": -8739.7602, "multiplicity": 1, "orbital_gap_ha": [0.3513, 0.2369], "species": ["C", "C", "C", "N", "O", "O", "H", "H", "H"], "coordinates": [[1.678, 0.815, -0.024], [1.655, -0.697, 0.066], [-2.013, -0.012, 0.023], [0.550, 0.017, 0.100], [2.166, 1.871, 0.046], [2.170, -1.775, -0.038], [-1.996, 0.228, 1.018], [-2.060, 0.592, -0.911], [-2.150, -1.039, -0.280]]}

5.
{"formula": "C13H18N2O4", "method": "ωB97M-V/def2-TZVPD", "e_lumo_ev": 0.5043, "smiles": "CCOC(=O)C(CCC#N)(CCC#N)C(=O)OCC", "energy_ev": -24943.5714, "multiplicity": 1, "orbital_gap_ha": 0.4207, "species": ["C", "C", "H", "H", "O", "C", "O", "C", "C", "O", "O", "C", "C", "H", "H", "H", "H", "H", "C", "H", "H", "C", "C", "N", "H", "H", "C", "H", "H", "C", "C", "N", "H", "H", "H", "H", "H"], "coordinates": [[-0.773, -1.565, 3.278], [0.426, -1.856, 2.390], [1.365, -1.659, 2.912], [0.399, -2.894, 2.045], [0.454, -0.990, 1.248], [-0.329, -1.308, 0.223], [-1.027, -2.282, 0.166], [-0.197, -0.288, -0.916], [0.403, 1.001, -0.352], [1.484, 1.436, -0.648], [-0.441, 1.587, 0.492], [0.009, 2.778, 1.146], [0.804, 2.446, 2.399], [1.690, 1.873, 2.136], [1.111, 3.365, 2.889], [0.198, 1.861, 3.087], [-0.901, 3.330, 1.388], [0.623, 3.354, 0.448], [-1.614, -0.025, -1.458], [-2.059, -0.981, -1.744], [-2.219, 0.397, -0.652], [-1.623, 0.938, -2.652], [-2.976, 1.328, -2.965], [-4.050, 1.637, -3.199], [-1.188, 0.472, -3.539], [-1.054, 1.843, -2.419], [0.717, -0.889, -2.000], [0.173, -1.688, -2.510], [0.965, -0.110, -2.723], [2.029, -1.451, -1.435], [2.870, -1.919, -2.507], [3.524, -2.291, -3.367], [1.839, -2.291, -0.760], [2.564, -0.669, -0.891], [-0.727, -2.190, 4.165], [-0.776, -0.520, 3.580], [-1.694, -1.780, 2.743]]}

Respective energy above the lowest of the compared OMol25 structures with the same formula, charge and spin values: 145.2 0.0 79.5 123.9 29.5 kcal/mol.
Respective maximum force values: 7.79 4.49 4.21 4.07 0.65 eV/Å.